(1)
The following is a quantum chemistry calculation of the molecule C9H13N3OS at a distorted geometry, from the OMol25 dataset.

Calculated values
Lowest unoccupied orbital energy (spin up / spin down): -0.50 / -0.62 eV
Kohn-Sham gap (spin up / spin down): 7.4 / 7.3 eV
ΔE to the lowest compared entry with this formula, charge and spin: 378.0 kJ/mol

Atoms and positions in Å:
1 C -0.924 2.375 -1.796
2 C -1.605 1.385 -1.049
3 C 0.350 0.629 -1.898
4 C 1.412 -0.144 0.137
5 C -1.845 -1.231 0.298
6 C -0.813 -1.928 1.238
7 C 1.293 0.201 1.449
8 C 1.762 -1.515 -0.361
9 C 1.223 1.603 1.944
10 N 0.128 1.930 -2.402
11 N -1.000 0.221 -1.283
12 N -1.325 -1.002 -1.037
13 O 1.307 0.818 -0.863
14 S 0.414 -1.058 2.365
15 H -1.257 3.388 -1.930
16 H -2.533 1.483 -0.520
17 H 0.673 -0.110 -2.638
18 H -2.671 -1.943 0.204
19 H -2.215 -0.315 0.772
20 H -1.377 -2.453 2.010
21 H -0.261 -2.664 0.661
22 H 0.965 -1.959 -0.957
23 H 2.018 -2.169 0.467
24 H 2.636 -1.410 -1.007
25 H 2.050 1.802 2.624
26 H 0.292 1.785 2.477
27 H 1.302 2.280 1.094

(2)
The following is a quantum chemistry calculation of a structure of composition C9H13N3S at a distorted geometry, from the OMol25 dataset.

Calculated values
Lowest unoccupied orbital energy: 0.28 eV
Kohn-Sham gap: 8.3 eV
ΔE to the lowest compared entry with this formula, charge and spin: 722.2 kJ/mol

Atoms and positions in Å:
1 C 3.337 -0.233 -0.984
2 C 3.203 1.091 -0.103
3 C 0.729 2.015 -0.649
4 C -1.533 -0.070 0.691
5 C -2.935 -0.018 0.957
6 C -3.767 -1.037 0.673
7 C -3.259 -2.286 0.540
8 C -1.949 -2.529 0.195
9 C -1.084 -1.404 0.364
10 H 2.099 -0.922 -1.598
11 H 4.055 -0.008 -2.141
12 H 4.023 -0.929 -0.328
13 H 2.851 1.002 1.044
14 H 4.158 1.864 -0.047
15 H 2.542 2.083 -1.967
16 H 1.218 0.478 1.009
17 H -1.342 1.881 0.742
18 H -3.529 1.032 1.103
19 H -4.830 -1.038 0.866
20 H -3.947 -3.065 0.462
21 H -1.324 -3.458 -0.060
22 H 0.013 -1.552 0.238
23 N 2.067 1.971 -0.857
24 N 0.456 1.204 0.412
25 N -0.834 1.111 0.986
26 S -0.421 2.816 -1.545

(3)
The following is a quantum chemistry calculation of a cluster of 2 separate species, C9H13N4S in total at a distorted geometry, from the OMol25 dataset.

Calculated values
Total charge: +1
Lowest unoccupied orbital energy (spin up / spin down): -5.09 / -5.09 eV
Kohn-Sham gap (spin up / spin down): 6.4 / 6.4 eV
ΔE to the lowest compared entry with this formula, charge and spin: 225.5 kJ/mol

Atoms and positions in Å:
1 C 1.852 0.445 -1.958
2 C 2.230 1.413 -1.015
3 C 1.203 -0.686 -1.500
4 C 1.704 1.405 0.215
5 C 0.760 -0.792 -0.187
6 C 0.906 0.317 0.717
7 C -1.992 -0.170 -0.881
8 C -2.817 0.953 1.171
9 C 0.559 -1.026 2.809
10 N -1.722 -0.808 0.314
11 N -1.533 -0.646 -2.009
12 N 0.303 0.261 1.920
13 N -1.983 -0.153 1.334
14 S -2.919 1.278 -0.779
15 H 2.041 0.432 -3.059
16 H 2.807 2.210 -1.431
17 H 1.111 -1.529 -2.180
18 H 1.874 2.236 0.901
19 H 0.272 -1.635 0.147
20 H -3.746 0.976 1.635
21 H -2.330 1.904 1.444
22 H 0.831 -1.741 2.028
23 H 1.350 -0.774 3.575
24 H -0.450 -1.374 3.210
25 H -0.822 -1.314 -2.178
26 H -1.712 -0.084 -2.822
27 H 0.318 1.102 2.394

(4)
The following is a quantum chemistry calculation of a cluster of 2 separate species, C9H13NO in total at a distorted geometry, from the OMol25 dataset.

Calculated values
Structure (SMILES): CNC(C)=O.c1ccccc1
Lowest unoccupied orbital energy: 0.54 eV
Kohn-Sham gap: 9.7 eV
ΔE to the lowest compared entry with this formula, charge and spin: 314.8 kJ/mol

Atoms and positions in Å:
1 C 0.903 -0.024 1.938
2 N 1.206 -0.279 0.502
3 C 1.521 -1.704 0.178
4 C 1.340 -1.881 -1.285
5 O 1.884 -2.555 0.973
6 H 1.476 -0.829 2.331
7 H 1.004 0.998 2.127
8 H -0.103 -0.361 2.323
9 H 0.735 0.164 -0.237
10 H 0.846 -1.084 -1.763
11 H 1.074 -2.980 -1.737
12 H 2.319 -1.640 -1.857
13 C -1.955 0.905 0.803
14 C -2.085 0.007 -0.322
15 C -1.531 0.298 -1.539
16 C -0.740 1.593 -1.639
17 C -0.370 2.309 -0.539
18 C -1.002 2.002 0.700
19 H -2.489 0.761 1.660
20 H -2.581 -0.985 -0.135
21 H -1.414 -0.618 -2.290
22 H -0.395 2.073 -2.650
23 H 0.362 3.249 -0.424
24 H -0.834 2.609 1.577

(5)
The following is a quantum chemistry calculation of a cluster of 2 separate species, C9H13NO2 in total at a distorted geometry, from the OMol25 dataset.

Calculated values
Structure (SMILES): Cc1ccc(O)cc1.CC(N)=O
Lowest unoccupied orbital energy: 0.58 eV
Kohn-Sham gap: 9.2 eV
ΔE to the lowest compared entry with this formula, charge and spin: 268.1 kJ/mol

Atoms and positions in Å:
1 C 1.272 3.753 -1.357
2 C 0.648 2.350 -1.373
3 C 0.284 2.007 -2.734
4 C -0.138 0.676 -2.853
5 C -0.230 -0.134 -1.700
6 O -0.799 -1.481 -1.935
7 C 0.201 0.151 -0.481
8 C 0.575 1.520 -0.358
9 H 0.927 4.431 -0.607
10 H 1.078 4.248 -2.261
11 H 2.316 3.457 -1.373
12 H 0.190 2.673 -3.607
13 H -0.383 0.393 -3.888
14 H -1.156 -1.783 -1.094
15 H 0.381 -0.619 0.319
16 H 1.022 1.917 0.529
17 C 0.556 -2.991 2.741
18 C -0.469 -1.866 3.048
19 N -1.733 -2.100 2.416
20 O -0.020 -0.817 3.466
21 H 1.619 -2.876 3.201
22 H 0.844 -3.223 1.829
23 H 0.267 -3.996 3.235
24 H -2.282 -1.297 2.349
25 H -2.337 -3.029 2.614

(6)
The following is a quantum chemistry calculation of a structure of composition C9H13NO2OsSe, from the OMol25 dataset.

Calculated values
⟨S²⟩: 6.034
Lowest unoccupied orbital energy (spin up / spin down): -0.07 / -0.52 eV
Kohn-Sham gap (spin up / spin down): 5.4 / 6.9 eV
ΔE to the lowest compared entry with this formula, charge and spin: 23.6 kJ/mol
2S+1: 5

Atoms and positions in Å:
1 Os 0.225 -0.408 -1.407
2 O -1.839 0.897 -1.803
3 C -2.760 0.446 -0.820
4 C -2.036 0.236 0.480
5 C -2.739 0.132 1.668
6 C -2.065 -0.137 2.842
7 C -0.685 -0.257 2.801
8 C -0.042 -0.124 1.589
9 N -0.705 0.080 0.435
10 H -2.133 0.625 -2.683
11 H -3.226 -0.495 -1.124
12 H -3.543 1.190 -0.665
13 H -3.815 0.259 1.657
14 H -2.605 -0.239 3.775
15 H -0.106 -0.443 3.695
16 H 1.035 -0.188 1.503
17 Se -0.153 -1.688 -3.250
18 C 2.496 1.759 -0.364
19 O 2.878 0.385 -0.403
20 C 2.243 -0.413 -1.324
21 C 2.958 -1.730 -1.379
22 H 2.294 2.038 0.670
23 H 1.611 1.932 -0.972
24 H 3.318 2.365 -0.745
25 H 4.005 -1.617 -1.080
26 H 2.896 -2.141 -2.386
27 H 2.493 -2.466 -0.711

(7)
The following is a quantum chemistry calculation of a structure of composition C9H13NO3S at a distorted geometry, from the OMol25 dataset.

Calculated values
Lowest unoccupied orbital energy: 0.84 eV
Kohn-Sham gap: 9.3 eV
ΔE to the lowest compared entry with this formula, charge and spin: 491.4 kJ/mol

Atoms and positions in Å:
1 C 3.854 0.866 -0.078
2 C -0.874 0.954 -0.119
3 C 0.181 -0.083 1.692
4 C -1.052 -0.248 0.873
5 C 0.546 0.528 -0.577
6 C -0.859 -1.458 -0.029
7 C 0.240 -0.983 -1.046
8 C 1.296 0.364 0.671
9 C -2.071 -1.730 -0.829
10 N 4.298 1.824 -0.726
11 O 2.801 -1.758 1.173
12 O 3.335 -0.379 -0.732
13 O 1.412 -1.759 -0.995
14 S 2.183 -0.936 0.201
15 H 3.947 0.464 0.917
16 H -1.394 0.913 -1.100
17 H -0.853 1.913 0.349
18 H 0.210 0.771 2.386
19 H 0.490 -0.954 2.279
20 H -2.048 -0.120 1.374
21 H 1.180 0.986 -1.403
22 H -0.543 -2.348 0.611
23 H -0.186 -1.021 -2.011
24 H -2.323 -0.683 -1.237
25 H -2.974 -2.125 -0.254
26 H -1.759 -2.304 -1.668
27 H 4.459 1.560 -1.723

(8)
The following is a quantum chemistry calculation of a structure of composition C9H13NOS at a distorted geometry, from the OMol25 dataset.

Calculated values
Lowest unoccupied orbital energy: 0.29 eV
Kohn-Sham gap: 8.5 eV
ΔE to the lowest compared entry with this formula, charge and spin: 958.2 kJ/mol

Atoms and positions in Å:
1 C 2.554 3.046 -1.509
2 C 1.133 2.784 -1.030
3 C 1.021 2.378 0.472
4 C -0.509 -0.210 0.666
5 C -0.123 -1.188 1.561
6 C -0.251 -2.537 1.382
7 C -0.948 -3.088 0.237
8 C -1.447 -2.101 -0.730
9 C -1.072 -0.749 -0.525
10 H 3.049 2.426 -2.909
11 H 2.517 4.537 -1.509
12 H 3.326 2.357 -0.529
13 H 0.543 3.685 -1.245
14 H 1.920 1.063 -1.909
15 H 0.218 1.956 -2.586
16 H 0.548 3.366 1.190
17 H 2.071 1.835 0.906
18 H 0.489 -0.937 2.345
19 H -0.232 -3.319 2.328
20 H -1.530 -4.925 0.746
21 H -1.866 -2.266 -1.653
22 H -1.215 -0.039 -1.291
23 N 0.779 1.511 -1.701
24 O -1.122 -4.278 -0.145
25 S -0.529 1.493 1.003

(9)
The following is a quantum chemistry calculation of the ion C9H13NP with charge +1 at a distorted geometry, from the OMol25 dataset.

Calculated values
⟨S²⟩: 2.009
Total charge: +1
Lowest unoccupied orbital energy (spin up / spin down): -3.36 / -5.93 eV
Kohn-Sham gap (spin up / spin down): 6.2 / 7.0 eV
2S+1: 3

Atoms and positions in Å:
1 C 2.849 1.182 -0.044
2 C 2.841 0.077 -0.927
3 C 1.732 1.587 0.646
4 C 1.691 -0.670 -1.002
5 C 0.557 0.831 0.609
6 C 0.578 -0.212 -0.340
7 C -0.659 1.127 1.311
8 C -0.751 -0.836 -0.528
9 C -1.908 -0.105 0.092
10 N -0.733 -2.363 0.163
11 P -2.894 1.026 -1.097
12 H 3.720 1.835 0.087
13 H 3.628 -0.251 -1.607
14 H 2.042 2.373 1.333
15 H 1.675 -1.488 -1.717
16 H -0.809 0.609 2.255
17 H -1.090 2.181 1.314
18 H -0.888 -1.138 -1.577
19 H -2.419 -0.521 0.952
20 H -0.478 -2.995 -0.701
21 H -1.681 -2.476 0.539
22 H -0.036 -2.298 0.816
23 H -2.799 2.002 0.001
24 H -4.164 0.522 -0.580

(10)
The following is a quantum chemistry calculation of a structure of composition C9H13O at a distorted geometry, from the OMol25 dataset.

Calculated values
⟨S²⟩: 0.759
Lowest unoccupied orbital energy (spin up / spin down): 0.95 / -1.29 eV
Kohn-Sham gap (spin up / spin down): 10.0 / 7.8 eV
ΔE to the lowest compared entry with this formula, charge and spin: 90.7 kJ/mol
2S+1: 2

Atoms and positions in Å:
1 C 2.191 -1.189 -0.216
2 C 0.713 -1.284 -0.606
3 C -0.145 -0.171 -0.053
4 C -0.172 1.119 -0.634
5 C -0.864 2.150 0.015
6 C -1.529 1.921 1.223
7 C -1.522 0.615 1.770
8 C -0.917 -0.394 1.055
9 C 0.516 1.367 -1.943
10 H 2.749 -2.016 -0.668
11 H 2.626 -0.247 -0.563
12 H 2.314 -1.241 0.872
13 H 0.620 -1.304 -1.699
14 H 0.300 -2.210 -0.188
15 H -0.881 3.144 -0.443
16 H -2.017 2.739 1.759
17 H -1.980 0.415 2.737
18 H -1.074 -1.780 1.412
19 H 0.278 2.364 -2.330
20 H 1.609 1.292 -1.868
21 H 0.196 0.642 -2.701
22 O -1.043 -2.819 1.580
23 H -1.969 -3.112 1.492

Copy entry 5 word for word.
The following is a quantum chemistry calculation of a cluster of 2 separate species, C9H13NO2 in total at a distorted geometry, from the OMol25 dataset.

Calculated values
Structure (SMILES): Cc1ccc(O)cc1.CC(N)=O
Lowest unoccupied orbital energy: 0.58 eV
Kohn-Sham gap: 9.2 eV
ΔE to the lowest compared entry with this formula, charge and spin: 268.1 kJ/mol

Atoms and positions in Å:
1 C 1.272 3.753 -1.357
2 C 0.648 2.350 -1.373
3 C 0.284 2.007 -2.734
4 C -0.138 0.676 -2.853
5 C -0.230 -0.134 -1.700
6 O -0.799 -1.481 -1.935
7 C 0.201 0.151 -0.481
8 C 0.575 1.520 -0.358
9 H 0.927 4.431 -0.607
10 H 1.078 4.248 -2.261
11 H 2.316 3.457 -1.373
12 H 0.190 2.673 -3.607
13 H -0.383 0.393 -3.888
14 H -1.156 -1.783 -1.094
15 H 0.381 -0.619 0.319
16 H 1.022 1.917 0.529
17 C 0.556 -2.991 2.741
18 C -0.469 -1.866 3.048
19 N -1.733 -2.100 2.416
20 O -0.020 -0.817 3.466
21 H 1.619 -2.876 3.201
22 H 0.844 -3.223 1.829
23 H 0.267 -3.996 3.235
24 H -2.282 -1.297 2.349
25 H -2.337 -3.029 2.614